DFT (the ωB97M-V functional and the def2-TZVPD basis) results for 8 unconnected molecules or ions with the total composition C40H81N2O23PS8.

Calculated values
SMILES string: COCCCCCc1ccc2c(c1)Sc1cccc(N)c1N2P(C)O.CCOS(C)(=O)=O.CCOS(C)(=O)=O.CCOS(C)(=O)=O.CCOS(C)(=O)=O.CCOS(C)(=O)=O.CCOS(C)(=O)=O.CCOS(C)(=O)=O
Strongest force on any atom, eV Å⁻¹: 1.16
Charge: 0
HOMO-LUMO gap, eV: 7.93
2S+1: 1
Electronic energy, eV: -188835.3712
LUMO energy, eV: 0.39
E_HOMO, eV: -7.5

Each atom is followed by the atoms it is bonded to, with distances in Å.
Positions of all 155 atoms, in Å:
1 C -6.4894 -3.7581 -0.1613  O2 1.411, H26 1.088, H27 1.088, H28 1.089
2 O -5.5968 -2.9963 0.6224  C1 1.411, C3 1.416
3 C -4.2424 -3.1553 0.2420  O2 1.416, C4 1.518, H29 1.095, H30 1.095
4 C -3.3744 -2.1812 1.0172  C3 1.518, C5 1.541, H31 1.086, H32 1.088
5 C -2.7249 -2.7869 2.2768  C4 1.541, C6 1.529, H33 1.090, H34 1.087
6 C -2.8731 -1.9480 3.5468  C5 1.529, C7 1.549, H35 1.085, H36 1.089
7 C -1.6484 -1.0324 3.7920  C6 1.549, C8 1.505, H37 1.086, H38 1.084
8 C -1.7363 0.1782 2.9016  C7 1.505, C9 1.393, C13 1.393
9 C -2.7480 1.1285 3.0236  C8 1.393, C10 1.389, H39 1.080
10 C -2.8351 2.2134 2.1599  C9 1.389, C11 1.391, H40 1.078
11 C -1.8953 2.3964 1.1511  C10 1.391, C12 1.397, N22 1.423
12 C -0.8776 1.4457 1.0366  C11 1.397, C13 1.391, S14 1.775
13 C -0.7918 0.3531 1.8929  C8 1.393, C12 1.391, H41 1.079
14 S 0.3298 1.6674 -0.2458  C12 1.775, C15 1.773
15 C -0.7279 2.3033 -1.5186  S14 1.773, C16 1.388, C21 1.401
16 C -0.4950 1.9515 -2.8411  C15 1.388, C17 1.388, H42 1.078
17 C -1.3269 2.4587 -3.8298  C16 1.388, C18 1.388, H43 1.078
18 C -2.3924 3.2707 -3.4673  C17 1.388, C19 1.392, H44 1.080
19 C -2.6380 3.6048 -2.1384  C18 1.392, N20 1.419, C21 1.397
20 N -3.7601 4.4140 -1.8232  C19 1.419, H45 1.013, H46 1.013
21 C -1.7742 3.1531 -1.1376  C15 1.401, C19 1.397, N22 1.421
22 N -1.8778 3.4884 0.2393  C11 1.423, C21 1.421, P23 1.710
23 P -2.2001 5.1020 0.7049  N22 1.710, C24 1.861, O25 1.651
24 C -3.9398 5.1677 1.3616  P23 1.861, H47 1.083, H48 1.084, H49 1.086
25 O -1.3973 5.1599 2.1461  P23 1.651, H50 0.960
26 H -7.2705 -3.1179 -0.5672  C1 1.088
27 H -5.9865 -4.2397 -0.9971  C1 1.088
28 H -6.9598 -4.5277 0.4479  C1 1.089
29 H -4.1491 -2.9513 -0.8298  C3 1.095
30 H -3.9157 -4.1884 0.4016  C3 1.095
31 H -3.9760 -1.3064 1.2467  C4 1.086
32 H -2.5804 -1.8814 0.3365  C4 1.088
33 H -3.2012 -3.7490 2.4659  C5 1.090
34 H -1.6789 -3.0159 2.0892  C5 1.087
35 H -3.7617 -1.3257 3.5098  C6 1.085
36 H -2.9534 -2.6224 4.3975  C6 1.089
37 H -1.5982 -0.7404 4.8373  C7 1.086
38 H -0.7755 -1.6150 3.5209  C7 1.084
39 H -3.4742 1.0013 3.8126  C9 1.080
40 H -3.6404 2.9181 2.2865  C10 1.078
41 H 0.0216 -0.3421 1.7549  C13 1.079
42 H 0.3300 1.2922 -3.0549  C16 1.078
43 H -1.1478 2.1763 -4.8541  C17 1.078
44 H -3.0442 3.6335 -4.2482  C18 1.080
45 H -4.2125 4.0391 -0.9974  N20 1.013
46 H -4.4579 4.3292 -2.5521  N20 1.013
47 H -4.3491 6.0888 0.9641  C24 1.083
48 H -4.5259 4.3143 1.0400  C24 1.084
49 H -3.9169 5.2361 2.4450  C24 1.086
50 H -0.8373 5.9389 2.1260  O25 0.960
51 C 2.5257 -6.4759 3.4876  C52 1.516, H58 1.089, H59 1.090, H60 1.090
52 C 2.3235 -5.6542 4.7451  C51 1.516, O53 1.443, H61 1.091, H62 1.088
53 O 3.1985 -4.5082 4.8054  C52 1.443, S54 1.590
54 S 2.8322 -3.2500 3.9045  O53 1.590, C55 1.755, O56 1.431, O57 1.432
55 C 3.9232 -2.0945 4.6484  S54 1.755, H63 1.086, H64 1.088, H65 1.087
56 O 1.4782 -2.8702 4.1720  S54 1.431
57 O 3.2530 -3.4981 2.5584  S54 1.432
58 H 2.2101 -5.9286 2.6003  C51 1.089
59 H 1.9428 -7.3950 3.5470  C51 1.090
60 H 3.5783 -6.7308 3.3623  C51 1.090
61 H 1.2876 -5.3276 4.8484  C52 1.091
62 H 2.5705 -6.2443 5.6251  C52 1.088
63 H 3.6181 -1.9321 5.6780  C55 1.086
64 H 3.8483 -1.1690 4.0809  C55 1.088
65 H 4.9380 -2.4797 4.5966  C55 1.087
66 C -2.4581 1.9437 -9.6582  C67 1.515, H73 1.089, H74 1.090, H75 1.090
67 C -2.7518 3.3617 -9.2118  C66 1.515, O68 1.445, H76 1.091, H77 1.088
68 O -4.1252 3.5413 -8.8019  C67 1.445, S69 1.588
69 S -4.5495 2.9855 -7.3764  O68 1.588, C70 1.759, O71 1.433, O72 1.429
70 C -6.0979 3.8114 -7.2626  S69 1.759, H78 1.086, H79 1.088, H80 1.086
71 O -3.6470 3.5129 -6.3958  S69 1.433
72 O -4.7696 1.5764 -7.4601  S69 1.429
73 H -2.5179 1.2439 -8.8258  C66 1.089
74 H -1.4542 1.8886 -10.0794  C66 1.090
75 H -3.1772 1.6222 -10.4112  C66 1.090
76 H -2.0875 3.6747 -8.4049  C67 1.091
77 H -2.6121 4.0550 -10.0384  C67 1.088
78 H -5.9242 4.8835 -7.2353  C70 1.086
79 H -6.5704 3.4775 -6.3415  C70 1.088
80 H -6.7046 3.5323 -8.1196  C70 1.086
81 C -10.2591 -10.4076 0.7280  C82 1.515, H88 1.089, H89 1.090, H90 1.090
82 C -10.5631 -9.1872 -0.1173  C81 1.515, O83 1.443, H91 1.091, H92 1.088
83 O -10.5781 -7.9677 0.6545  C82 1.443, S84 1.590
84 S -9.1775 -7.3457 1.0799  O83 1.590, C85 1.760, O86 1.431, O87 1.429
85 C -9.7793 -5.7753 1.5980  S84 1.760, H93 1.086, H94 1.088, H95 1.086
86 O -8.3716 -7.1887 -0.0925  S84 1.431
87 O -8.6752 -8.0494 2.2180  S84 1.429
88 H -9.2365 -10.3875 1.1019  C81 1.089
89 H -10.3877 -11.3120 0.1329  C81 1.090
90 H -10.9244 -10.4522 1.5900  C81 1.090
91 H -9.8586 -9.0861 -0.9442  C82 1.091
92 H -11.5611 -9.2627 -0.5443  C82 1.088
93 H -10.1968 -5.2575 0.7391  C85 1.086
94 H -8.9313 -5.2252 2.0002  C85 1.088
95 H -10.5298 -5.9266 2.3689  C85 1.086
96 C 5.5016 -3.1395 0.1021  C97 1.512, H103 1.090, H104 1.088, H105 1.090
97 C 6.0044 -4.4438 0.6787  C96 1.512, O98 1.450, H106 1.091, H107 1.088
98 O 6.7843 -5.2178 -0.2667  C97 1.450, S99 1.584
99 S 8.2658 -4.7380 -0.5549  O98 1.584, C100 1.759, O101 1.432, O102 1.431
100 C 8.8244 -6.1944 -1.3687  S99 1.759, H108 1.086, H109 1.088, H110 1.086
101 O 8.9523 -4.5814 0.6923  S99 1.432
102 O 8.2480 -3.6566 -1.4918  S99 1.431
103 H 6.3217 -2.4508 -0.1000  C96 1.090
104 H 4.8237 -2.6687 0.8115  C96 1.088
105 H 4.9743 -3.3074 -0.8370  C96 1.090
106 H 6.5941 -4.2790 1.5816  C97 1.091
107 H 5.1670 -5.0833 0.9488  C97 1.088
108 H 8.8061 -7.0200 -0.6631  C100 1.086
109 H 9.8406 -6.0029 -1.7063  C100 1.088
110 H 8.1757 -6.3886 -2.2184  C100 1.086
111 C 11.4617 -2.6576 1.0447  C112 1.514, H118 1.090, H119 1.088, H120 1.089
112 C 11.1072 -1.6707 -0.0470  C111 1.514, O113 1.447, H121 1.091, H122 1.088
113 O 10.8993 -0.3285 0.4530  C112 1.447, S114 1.585
114 S 12.1731 0.5349 0.8315  O113 1.585, C115 1.760, O116 1.431, O117 1.430
115 C 11.3550 2.0892 0.9471  S114 1.760, H123 1.086, H124 1.088, H125 1.086
116 O 13.0743 0.5468 -0.2804  S114 1.431
117 O 12.6406 0.1562 2.1294  S114 1.430
118 H 12.4432 -2.4498 1.4714  C111 1.090
119 H 11.4711 -3.6671 0.6380  C111 1.088
120 H 10.7332 -2.6140 1.8526  C111 1.089
121 H 11.8642 -1.6514 -0.8326  C112 1.091
122 H 10.1619 -1.9484 -0.5097  C112 1.088
123 H 10.9694 2.3568 -0.0324  C115 1.086
124 H 12.0938 2.8154 1.2784  C115 1.088
125 H 10.5527 2.0075 1.6751  C115 1.086
126 C 2.6419 2.7960 4.2725  C127 1.515, H133 1.089, H134 1.090, H135 1.090
127 C 3.7610 3.8132 4.1756  C126 1.515, O128 1.448, H136 1.091, H137 1.088
128 O 4.9447 3.4166 4.9085  C127 1.448, S129 1.587
129 S 5.8732 2.3052 4.2601  O128 1.587, C130 1.759, O131 1.430, O132 1.431
130 C 7.2660 2.5250 5.3118  S129 1.759, H138 1.086, H139 1.088, H140 1.087
131 O 6.2047 2.6995 2.9263  S129 1.430
132 O 5.3015 1.0160 4.5057  S129 1.431
133 H 2.8992 1.8715 3.7574  C126 1.089
134 H 1.7354 3.1963 3.8181  C126 1.090
135 H 2.4372 2.5486 5.3143  C126 1.090
136 H 4.0283 4.0163 3.1379  C127 1.091
137 H 3.4556 4.7550 4.6263  C127 1.088
138 H 7.6734 3.5188 5.1501  C130 1.086
139 H 7.9944 1.7643 5.0398  C130 1.088
140 H 6.9503 2.3925 6.3429  C130 1.087
141 C -2.4535 7.1800 -3.1564  C142 1.512, H148 1.088, H149 1.090, H150 1.091
142 C -1.9952 8.5823 -2.8235  C141 1.512, O143 1.448, H151 1.091, H152 1.088
143 O -2.4767 9.5690 -3.7681  C142 1.448, S144 1.586
144 S -3.9941 10.0181 -3.6621  O143 1.586, C145 1.760, O146 1.431, O147 1.430
145 C -3.8790 11.4308 -4.7055  S144 1.760, H153 1.086, H154 1.088, H155 1.086
146 O -4.2624 10.4315 -2.3185  S144 1.431
147 O -4.8279 9.0411 -4.2918  S144 1.430
148 H -3.5294 7.0757 -3.0310  C141 1.088
149 H -1.9686 6.4598 -2.4981  C141 1.090
150 H -2.2161 6.9333 -4.1923  C141 1.091
151 H -2.2927 8.8704 -1.8143  C142 1.091
152 H -0.9103 8.6495 -2.8754  C142 1.088
153 H -3.2168 12.1564 -4.2421  C145 1.086
154 H -4.8827 11.8380 -4.8037  C145 1.088
155 H -3.5024 11.1180 -5.6754  C145 1.086